40
Properties=species:S:1:pos:R:3:forces:R:3:mulliken_charge:R:1 method="wB97M-V/def2-TZVPD" smiles="CCCOc1ccc(C(=O)N2CCCC2)cc1OC" energy_ha=-864.64534 e_lumo_ha=0.02656 e_homo_ev=-8.0865
C 3.9475 -3.0818 2.2513 0.0404 0.1270 -0.1744 -1.16
C 4.0117 -2.6976 0.7784 -0.3901 -0.1512 0.0638 -0.27
C 2.8528 -3.3213 -0.0042 0.5802 0.0278 -0.1872 -0.72
O 1.5902 -2.8802 0.4472 -0.3435 0.2364 0.1200 -0.48
C 1.1789 -1.6156 0.1684 -0.1615 -0.0160 0.1233 1.02
C 1.7785 -0.7408 -0.7231 0.0460 -0.2805 0.0720 -0.58
C 1.2466 0.5205 -0.9430 -0.2811 0.2109 0.0595 -1.29
C 0.0928 0.9186 -0.2923 0.3989 -0.1549 -0.0242 -0.40
C -0.5145 0.0532 0.6181 0.0332 -0.0837 0.0373 0.02
C 0.0166 -1.1993 0.8604 0.0712 -0.2088 0.0465 0.99
O -0.4936 -2.1087 1.7392 0.3552 0.0477 -0.2875 -0.45
C -1.6431 -1.7606 2.4670 -0.1935 0.0768 0.1153 -0.94
H -2.4978 -1.5731 1.8077 0.0358 0.0129 0.0212 0.37
H -1.8607 -2.6197 3.0998 -0.0289 0.0870 -0.0253 0.23
H -1.4723 -0.8817 3.0981 -0.0124 -0.0240 -0.0368 0.37
H -1.3869 0.3897 1.1546 -0.1337 -0.0272 0.0664 0.48
C -0.4288 2.2971 -0.5224 -0.0453 -0.0555 0.0808 0.05
O 0.2899 3.2809 -0.4648 0.1950 0.1157 -0.0593 -0.67
N -1.7516 2.4072 -0.7836 -0.1305 0.1467 -0.0291 0.17
C -2.6584 1.3492 -1.1783 -0.2394 -0.4381 -0.1553 -0.51
C -3.5492 2.0165 -2.2250 0.0010 -0.0054 0.1538 -0.73
H -4.5035 1.5080 -2.3454 -0.0081 -0.0492 -0.0504 0.36
C -3.6917 3.4322 -1.6686 0.0774 -0.0896 -0.0140 -0.52
H -3.9770 4.1569 -2.4278 -0.0398 0.0551 0.0356 0.33
C -2.3063 3.7186 -1.0927 0.1372 0.4641 0.0635 -0.68
H -2.3382 4.3341 -0.1901 0.0196 0.0485 -0.1239 0.31
H -1.6530 4.2212 -1.8138 -0.0640 -0.0012 0.0917 0.32
H -4.4411 3.4457 -0.8763 -0.0493 0.0188 0.0008 0.30
H -3.0373 2.0402 -3.1876 0.0182 -0.0324 -0.0427 0.32
H -2.1113 0.4869 -1.5622 -0.0922 0.0493 0.0684 0.39
H -3.2655 1.0288 -0.3215 0.0186 -0.0920 -0.0869 0.18
H 1.7304 1.2003 -1.6268 0.0583 0.0824 -0.0438 0.45
H 2.6699 -1.0280 -1.2576 0.0833 -0.0792 -0.0086 0.34
H 2.9688 -3.1428 -1.0810 -0.0765 -0.0564 0.0841 0.35
H 2.8340 -4.4018 0.1647 0.0253 0.1021 -0.0883 0.42
H 3.9664 -1.6108 0.6858 0.0893 0.0003 -0.0887 0.31
H 4.9501 -3.0393 0.3378 0.0102 0.0511 -0.0776 0.39
H 4.7291 -2.5758 2.8126 0.0450 -0.0013 0.1151 0.35
H 4.0726 -4.1556 2.3718 0.0078 -0.1204 0.0715 0.31
H 2.9822 -2.8004 2.6650 -0.0573 0.0065 0.1133 0.26